DFT (ωB97M-V/def2-TZVPD) results for 5 unconnected molecules or ions with the total composition C32H54N3O9PS6 in a non-equilibrium geometry.

For the gap between HOMO and LUMO, the calculation gives 0.2343 Ha. Its HOMO energy is -7.4473 eV. Its structure (SMILES) is CCSCc1c(P(C)C)cc2ncc(CCC(N)=O)nc2c1S.O=S1(=O)CCCC1.O=S1(=O)CCCC1.O=S1(=O)CCCC1.O=S1(=O)CCCC1. As for the energy: -131240.9144 eV.

Geometry (Å):
C -1.869 0.273 0.990
C -0.320 0.380 1.613
S -0.162 -0.436 3.289
C 1.264 -1.646 3.371
C 1.928 -2.046 1.927
C 3.563 -1.829 1.645
P 4.733 -1.084 3.009
C 6.472 -0.754 2.206
C 4.100 0.700 3.459
C 4.250 -2.277 0.189
C 3.352 -2.911 -1.066
N 4.102 -3.231 -2.328
C 3.118 -3.739 -3.345
C 1.520 -3.963 -3.133
C 0.573 -4.535 -4.376
C 0.165 -3.188 -5.280
C -1.004 -2.288 -4.537
N -0.778 -1.314 -3.398
O -2.289 -2.404 -4.971
N 0.828 -3.673 -1.832
C 1.762 -3.118 -0.795
C 1.085 -2.713 0.674
S -0.780 -3.052 0.895
H -2.598 -0.331 1.695
H -1.763 -0.342 -0.015
H -2.327 1.334 0.758
H -0.156 1.549 1.788
H 0.466 0.050 0.812
H 2.063 -1.192 4.125
H 0.915 -2.668 3.872
H 7.028 -1.781 2.048
H 6.226 -0.223 1.172
H 7.050 0.007 2.883
H 5.054 1.369 3.718
H 3.604 1.105 2.470
H 3.390 0.708 4.392
H 5.418 -2.137 0.021
H 3.558 -4.008 -4.422
H 1.091 -5.370 -5.013
H -0.454 -4.882 -3.884
H 1.127 -2.523 -5.322
H -0.155 -3.497 -6.385
H 0.176 -1.389 -2.982
H -0.861 -0.312 -3.704
H -0.950 -3.672 2.175
O -5.555 3.719 1.542
S -5.565 2.277 1.661
O -4.612 1.560 2.486
C -7.211 1.757 2.103
C -7.916 1.567 0.768
C -6.909 0.855 -0.134
C -5.568 1.570 0.020
H -7.684 2.511 2.735
H -7.129 0.809 2.643
H -8.840 0.992 0.879
H -8.173 2.542 0.337
H -6.809 -0.190 0.185
H -7.236 0.849 -1.179
H -4.729 0.878 -0.079
H -5.465 2.387 -0.700
O 4.902 3.497 2.444
S 6.297 3.832 2.640
O 7.356 2.851 2.508
C 6.689 5.240 1.620
C 6.364 6.440 2.497
C 6.903 6.098 3.885
C 6.464 4.671 4.208
H 6.103 5.209 0.700
H 7.757 5.199 1.389
H 6.810 7.358 2.103
H 5.278 6.585 2.548
H 7.999 6.154 3.874
H 6.546 6.802 4.643
H 7.206 4.151 4.821
H 5.491 4.655 4.707
O 5.868 -5.340 -5.407
S 6.390 -3.989 -5.392
O 5.654 -2.867 -5.937
C 6.887 -3.595 -3.726
C 8.332 -4.065 -3.644
C 8.985 -3.628 -4.954
C 8.035 -4.008 -6.089
H 6.231 -4.096 -3.012
H 6.819 -2.510 -3.605
H 8.843 -3.642 -2.775
H 8.367 -5.158 -3.560
H 9.131 -2.542 -4.944
H 9.967 -4.091 -5.091
H 8.088 -3.293 -6.914
H 8.235 -5.018 -6.458
O -10.954 0.972 0.210
S -11.142 1.742 1.422
O -10.040 2.098 2.293
C -12.054 3.218 1.016
C -13.513 2.808 1.151
C -13.591 1.968 2.425
C -12.432 0.973 2.390
H -11.793 3.554 0.011
H -11.791 3.986 1.751
H -14.172 3.679 1.198
H -13.813 2.201 0.289
H -13.489 2.622 3.299
H -14.552 1.452 2.511
H -12.055 0.759 3.393
H -12.719 0.042 1.894

DFT (ωB97M-V/def2-TZVPD) results for a molecular structure, C48H35BaN7O8PS in a non-equilibrium geometry.

For the gap between HOMO and LUMO (spin up / spin down), the calculation gives 0.0939 / 0.2218 Ha. As for the expectation value of S²: 0.7916. For the relative energy (zero: lowest compared OMol25 entry of this formula, charge and spin), the calculation gives 0.000 eV. Its HOMO energy (spin up / spin down) is 0.7487 / -2.7385 eV. Its charge is -2. As for the energy: -97973.4419 eV. The multiplicity is 2.

Geometry (Å):
Ba 1.903 0.231 0.368
O 0.419 0.811 2.192
N 0.299 1.063 3.497
C -0.775 1.780 4.034
C -0.757 2.202 5.339
C 0.400 1.959 6.133
C 1.486 1.337 5.561
C 1.390 0.775 4.252
S 2.599 -0.254 3.777
H -1.577 2.007 3.333
H -1.608 2.723 5.698
H 0.453 2.262 7.180
H 2.420 1.117 6.070
C -9.311 -9.997 -0.440
O -8.942 -9.049 0.602
C -7.979 -8.149 0.394
C -7.676 -7.522 -0.823
C -6.465 -6.819 -0.955
C -5.742 -6.443 0.215
C -6.130 -6.965 1.483
C -7.262 -7.778 1.553
C -4.627 -5.555 0.025
N -3.707 -5.321 0.983
C -2.753 -4.531 0.407
C -3.140 -4.124 -0.901
N -4.270 -4.858 -1.115
C -2.317 -3.190 -1.641
C -2.644 -2.799 -2.956
C -1.803 -1.906 -3.590
C -0.695 -1.375 -2.897
N -0.388 -1.712 -1.652
C -1.151 -2.626 -1.052
C -0.857 -2.920 0.321
N 0.116 -2.241 0.979
C 0.575 -2.756 2.134
C -0.111 -3.726 2.867
C -1.238 -4.285 2.321
C -1.610 -3.909 1.020
H -9.996 -10.725 -0.020
H -8.421 -10.458 -0.900
H -9.927 -9.476 -1.214
H -8.381 -7.569 -1.655
H -6.128 -6.405 -1.889
H -5.565 -6.715 2.373
H -7.624 -8.242 2.498
H -4.798 -4.867 -1.975
H -3.530 -3.216 -3.491
H -2.028 -1.599 -4.642
H -0.145 -0.520 -3.274
H 1.510 -2.354 2.498
H 0.197 -3.978 3.881
H -1.798 -5.023 2.796
C 1.494 4.856 3.352
C 0.903 5.796 2.515
C 1.306 5.927 1.160
C 2.265 5.072 0.592
C 3.046 4.380 1.596
C 2.625 4.216 2.890
P 2.647 4.975 -1.323
C 3.181 6.406 -2.008
C 2.206 7.114 -2.724
C 2.533 8.427 -3.076
C 3.859 8.741 -3.106
C 4.900 7.910 -2.665
C 4.557 6.756 -1.972
C 1.240 4.264 -2.245
C 0.873 4.581 -3.525
C -0.440 4.387 -4.007
C -1.265 3.459 -3.442
C -0.847 2.793 -2.285
C 0.467 3.191 -1.712
H 1.186 4.695 4.378
H 0.073 6.366 2.843
H 0.889 6.765 0.559
H 4.082 4.025 1.328
H 3.183 3.522 3.472
H 1.202 6.743 -2.871
H 1.894 9.203 -3.451
H 4.115 9.734 -3.478
H 5.871 8.159 -3.062
H 5.284 6.076 -1.522
H 1.516 5.195 -4.169
H -0.762 5.036 -4.890
H -2.215 3.200 -3.940
H -1.587 2.119 -1.758
O 8.177 -1.557 0.223
C 7.500 -1.404 -0.951
O 7.911 -2.090 -1.888
C 6.495 -0.297 -0.970
C 6.393 0.906 -1.572
N 5.153 1.441 -1.377
N 4.408 0.586 -0.622
C 5.170 -0.486 -0.356
C 4.854 -1.805 0.294
O 5.846 -2.576 0.470
O 3.700 -2.127 0.660
H 7.593 -1.642 0.996
H 7.180 1.387 -2.165
H 4.750 2.433 -1.697
O 0.809 2.615 -0.675
O 3.887 4.212 -1.521